Here is 2 unconnected molecules or ions with the total composition FH2NS at a distorted geometry from the OMol25 dataset. Energies are from ωB97M-V/def2-TZVPD.

Positions of all 5 atoms, in Å:
N: 0.7236 0.7773 -1.1349
F: 2.0317 0.9824 -0.9877
S: 0.5534 -0.8692 1.3429
H: 0.6395 -0.2193 -1.5069
H: 1.6191 0.1133 1.6496

## Properties
2S+1   1
HOMO level (alpha / beta)   -9.518 / -9.418 eV

The net atomic charges from Löwdin, expressed in e, are: atom 1 (N): 0.09, atom 2 (F): -0.14, atom 3 (S): 0.21, atom 4 (H): 0.03, atom 5 (H): -0.20



Here is a molecular structure, C35H34F4N10OScSe from the OMol25 dataset. Energies are from ωB97M-V/def2-TZVPD.

Positions of all 86 atoms, in Å:
Sc: -0.4028 0.6369 -0.0558
C: 1.3152 3.1512 1.6787
N: 0.2059 2.2197 1.9097
C: -0.8315 2.9695 2.6212
C: 0.6580 1.0897 2.7460
C: -0.4730 0.1116 3.0140
N: -1.1494 -0.1659 1.7460
C: -2.2519 -0.9855 1.7600
C: -2.9828 -1.0479 0.5767
F: -2.4604 -0.2988 -0.4640
C: -4.1340 -1.7657 0.3825
F: -4.7358 -1.7207 -0.8104
C: -4.6448 -2.5250 1.4207
C: -3.9413 -2.5048 2.6108
F: -4.3800 -3.2287 3.6418
C: -2.7810 -1.7659 2.7974
F: -2.1767 -1.8319 3.9916
H: 1.6564 3.5872 2.6259
H: 0.9765 3.9624 1.0326
H: 2.1536 2.6524 1.2096
H: -0.4655 3.2794 3.6090
H: -1.7255 2.3746 2.7643
H: -1.0844 3.8661 2.0570
H: 1.0671 1.4587 3.6979
H: 1.4761 0.5830 2.2275
H: -1.1728 0.5119 3.7561
H: -0.0348 -0.7891 3.4510
H: -5.5432 -3.1106 1.3071
C: -3.8525 1.8888 1.0493
C: -3.0348 2.9631 0.4076
C: -3.4522 4.2890 0.5179
C: -2.7479 5.2869 -0.1186
C: -1.6978 4.9300 -0.9475
C: -1.3718 3.5881 -1.0603
N: -1.9552 2.6250 -0.3177
C: -0.4473 3.1003 -2.1211
C: 0.0407 3.9092 -3.1403
C: 0.7653 3.3192 -4.1588
C: 0.9763 1.9526 -4.1434
C: 0.4909 1.2161 -3.0729
N: -0.2092 1.7935 -2.0963
C: 0.6480 -0.2608 -2.9796
C: 1.5135 -0.9392 -3.8235
C: 1.4873 -2.3243 -3.8152
C: 0.5772 -2.9665 -3.0029
C: -0.2432 -2.2241 -2.1550
C: -1.2992 -2.9135 -1.3548
N: -0.1565 -0.8853 -2.1016
H: -4.6185 2.3244 1.6862
H: -3.2359 1.2202 1.6417
H: -4.3454 1.2919 0.2821
H: -4.3269 4.5106 1.1114
H: -3.0371 6.3234 -0.0110
H: -1.1645 5.6772 -1.5126
H: -0.1660 4.9671 -3.1584
H: 1.1540 3.9240 -4.9658
H: 1.5087 1.4747 -4.9506
H: 2.1840 -0.4024 -4.4759
H: 2.1478 -2.8903 -4.4587
H: 0.4798 -4.0426 -3.0152
H: -1.2161 -3.9918 -1.4789
H: -2.2846 -2.6040 -1.7033
H: -1.1964 -2.6986 -0.2935
O: 1.5486 0.9662 -0.2737
N: 2.7564 0.6653 0.1254
C: 3.6669 1.4270 -0.3761
C: 3.3857 2.5247 -1.2621
N: 3.2125 3.4125 -1.9695
C: 5.0339 1.1520 -0.0415
N: 6.1252 0.9219 0.2286
C: 3.5987 -2.3225 -0.9429
N: 3.2643 -3.4754 -0.1308
C: 3.9785 -4.6551 -0.1063
C: 3.3827 -5.4589 0.7971
N: 2.3156 -4.7591 1.3192
C: 1.4089 -5.2515 2.3418
C: 2.2460 -3.5347 0.7536
Se: 0.9881 -2.2467 1.2095
H: 3.8038 -2.6517 -1.9607
H: 4.4693 -1.8151 -0.5293
H: 2.7397 -1.6582 -0.9299
H: 4.8413 -4.8082 -0.7272
H: 3.6154 -6.4544 1.1257
H: 1.7871 -6.2098 2.6880
H: 0.4089 -5.3735 1.9291
H: 1.3708 -4.5407 3.1646

## Properties
Net charge   +1
2S+1   1
HOMO level   -9.826 eV

Atomic partial charges in e from the Löwdin method, atoms 1 to 8: atom 1 (Sc): 1.07, atom 2 (C): -0.06, atom 3 (N): -0.29, atom 4 (C): -0.07, atom 5 (C): -0.20, atom 6 (C): -0.25, atom 7 (N): -0.14, atom 8 (C): -0.23



Here is 3 unconnected molecules or ions with the total composition C9H14ClN4 at a distorted geometry from the OMol25 dataset. Energies are from ωB97M-V/def2-TZVPD.

Positions of all 28 atoms, in Å:
C: 0.3431 1.5863 1.9904
C: -0.6208 1.5390 -0.8178
C: 0.0538 0.3426 -0.9292
C: -0.0257 2.5948 -0.2240
C: 0.9845 2.1368 0.7918
C: 1.8457 1.0313 0.2958
C: -0.2787 4.0543 -0.4244
C: -0.8462 -3.9802 0.6610
C: 0.5750 -3.6585 0.0034
N: -0.1100 1.2846 2.9740
N: 1.4262 0.2851 -0.6711
N: 0.5989 -2.6033 -0.9860
N: 1.6770 -2.3471 -1.5173
Cl: -3.1598 1.8636 1.3370
H: -1.5378 1.5856 -1.4623
H: -0.5028 -0.5258 -1.4147
H: 1.4608 2.9882 1.1795
H: 0.1401 4.7467 0.2533
H: -1.4034 4.2349 -0.4262
H: -0.0414 4.4019 -1.4000
H: -1.6809 -4.0506 -0.1899
H: -0.9764 -5.0014 0.9353
H: -1.0707 -3.3879 1.5262
H: 1.2302 -3.2723 0.8742
H: 1.0319 -4.5659 -0.2147
H: -3.5870 2.2592 0.1991
H: 1.9949 -0.5349 -1.0376
H: 2.4793 -3.0071 -1.3058

## Properties
Net charge   +1
2S+1   1
HOMO level (alpha / beta)   -13.213 / -13.208 eV

Atomic partial charges in e from the Löwdin method, atoms 1 to 8: atom 1 (C): -0.20, atom 2 (C): -0.06, atom 3 (C): 0.03, atom 4 (C): -0.16, atom 5 (C): -0.25, atom 6 (C): 0.12, atom 7 (C): 0.02, atom 8 (C): -0.08



Computed ΔE to the lowest compared entry with this formula, charge and spin (kcal per mole) in order:
80.4; 10.7; 121.5